No. 1
{"formula": "C2HBr2Cl3", "method": "ωB97M-V/def2-TZVPD", "species": ["Br", "Br", "Cl", "Cl", "Cl", "C", "C", "H"], "xyz": [[0.21720, -0.68893, 2.10778], [0.01225, -2.15361, -0.68125], [0.10359, 2.15789, 0.43425], [-0.31807, 0.76509, -2.07477], [-2.12603, 0.30747, 0.14955], [0.38469, -0.52129, 0.20251], [-0.40458, 0.63359, -0.31129], [2.13095, -0.50020, 0.17322]], "atomic_forces_ev_per_a": [[0.0, -0.1, 0.2], [-0.1, -0.3, -0.1], [0.0, -0.2, -0.2], [0.2, 0.1, 0.2], [0.2, 0.3, -0.3], [4.9, -1.1, 0.9], [-0.8, 0.8, -0.3], [-4.4, 0.6, -0.4]], "lowdin_charge": [0.61, 0.64, 0.57, 0.57, 0.53, -1.40, -1.75, 0.24], "charge": 0, "homo_lumo_gap_ev": 9.28, "largest_force_ev_per_a": 5.15, "relative_energy_kcal_mol": 66.8, "lumo_energy_ev": -0.8, "e_homo_ev": -10.078}


No. 2
{"formula": "C2H9NS", "method": "ωB97M-V/def2-TZVPD", "species": ["S", "N", "C", "C", "H", "H", "H", "H", "H", "H", "H", "H", "H"], "xyz": [[-0.53107, 0.04265, -0.16355], [0.54319, 2.67536, 1.69471], [0.42625, -1.36100, 0.39592], [0.06196, -1.42705, -1.02912], [-0.03737, -2.41376, -4.67310], [1.45739, -1.10169, 0.49774], [0.44308, 2.35916, 2.64379], [0.91410, -1.51572, -1.69706], [-0.24875, 3.26724, 1.51040], [-0.69338, -2.72826, -4.84365], [-0.73478, -1.97498, -1.53768], [-0.01361, -1.99043, 1.15730], [0.55059, 1.84925, 1.12446]], "atomic_forces_ev_per_a": [[0.1, 0.4, -0.6], [0.5, 0.3, 0.5], [-0.6, -0.5, 0.2], [-0.2, -0.7, -1.1], [-0.2, -0.1, 0.0], [0.5, -0.1, 0.5], [0.1, 0.0, 0.4], [0.2, 1.1, 0.0], [-0.2, -0.1, -0.4], [0.2, 0.1, 0.1], [-0.1, -0.3, 1.1], [0.0, 0.0, -0.1], [-0.2, 0.0, -0.5]], "lowdin_charge": [0.79, 0.01, -0.48, -0.50, 0.00, 0.06, 0.00, 0.07, 0.00, 0.01, 0.06, 0.07, -0.10], "smiles": "[H][H].C1CS1.N", "charge": 0, "homo_lumo_gap_ev": 9.99, "largest_force_ev_per_a": 1.38, "relative_energy_kcal_mol": 43.4, "lumo_energy_ev": 1.0, "e_homo_ev": -8.980}


No. 3
{"formula": "C5H12NO", "method": "ωB97M-V/def2-TZVPD", "species": ["O", "N", "C", "C", "C", "C", "C", "H", "H", "H", "H", "H", "H", "H", "H", "H", "H", "H", "H"], "xyz": [[1.55784, 1.62787, -1.26956], [-1.58232, -1.83786, 0.85660], [-0.75170, 1.42671, -1.49648], [-0.27984, -2.11066, 0.22641], [0.71808, -2.53283, 1.07307], [0.27215, 1.88622, 0.82570], [0.32235, 1.56264, -0.65538], [2.23131, 2.06013, -0.69111], [-0.22025, -1.99741, -0.84045], [-0.75330, 1.79055, 1.24154], [-1.84904, -0.83837, 0.71043], [0.58383, 2.94607, 1.03333], [1.74989, -2.63040, 0.68445], [-2.33281, -2.42916, 0.42657], [-0.61147, 1.51415, -2.59599], [-1.64066, -2.09892, 1.85724], [0.51780, -2.61958, 2.15572], [-1.76067, 1.48995, -1.04310], [1.01269, 1.26250, 1.38167]], "atomic_forces_ev_per_a": [[0.3, 0.2, 1.2], [-1.6, -0.3, -0.6], [0.7, 0.4, 1.3], [2.7, -1.4, 2.9], [-1.5, 1.4, -1.8], [0.4, 0.1, 0.3], [-0.9, 1.0, -1.6], [-0.8, -0.5, -0.5], [-0.1, 0.3, -0.1], [0.7, -0.1, -0.3], [0.1, -0.7, 0.2], [-0.3, -0.8, -0.5], [-0.9, -0.3, 0.4], [0.5, 0.7, 0.1], [-0.2, -0.4, 1.0], [0.5, 0.5, -0.4], [0.3, -0.1, -0.7], [0.7, -0.1, -0.5], [-0.7, 0.2, -0.2]], "lowdin_charge": [0.01, 0.17, 0.03, -0.13, 0.09, -0.06, -0.47, 0.13, 0.12, 0.08, 0.17, 0.11, 0.09, 0.19, 0.08, 0.18, 0.08, 0.05, 0.08], "charge": 1, "homo_lumo_gap_ev": 8.16, "largest_force_ev_per_a": 4.17, "relative_energy_kcal_mol": 48.4, "lumo_energy_ev": -3.8, "e_homo_ev": -11.941}


No. 4
{"formula": "CHBrClNO2", "method": "ωB97M-V/def2-TZVPD", "species": ["Br", "Cl", "O", "O", "N", "C", "H"], "xyz": [[1.97067, -0.83756, -0.46369], [-0.23267, -1.15745, 1.77593], [0.41757, 1.67739, -0.88300], [-1.35622, 1.33860, 0.37823], [-0.38941, 1.04622, -0.24450], [0.15932, -0.77079, 0.11847], [-0.56926, -1.29641, -0.68144]], "atomic_forces_ev_per_a": [[-0.6, -0.4, 0.5], [0.5, 0.0, -0.9], [1.4, 0.6, 0.9], [-0.8, 0.4, 2.5], [-2.1, 1.4, -4.9], [0.0, -3.6, -0.1], [1.6, 1.6, 2.0]], "lowdin_spin": [0.11, 0.13, 0.37, 0.40, 0.50, 0.46, 0.01], "spin_multiplicity": 3, "charge": 0, "homo_lumo_gap_ev": [7.44, 7.40], "largest_force_ev_per_a": 5.53, "relative_energy_kcal_mol": 48.2, "lumo_energy_ev": [0.3, -3.5], "e_homo_ev": [-7.147, -10.871]}


No. 5
{"formula": "C28H38N4O3P2PdS", "method": "ωB97M-V/def2-TZVPD", "species": ["Pd", "S", "P", "P", "O", "O", "O", "N", "N", "N", "N", "C", "C", "C", "C", "C", "C", "C", "C", "C", "C", "C", "C", "C", "C", "C", "C", "C", "C", "C", "C", "C", "C", "C", "C", "C", "C", "C", "C", "H", "H", "H", "H", "H", "H", "H", "H", "H", "H", "H", "H", "H", "H", "H", "H", "H", "H", "H", "H", "H", "H", "H", "H", "H", "H", "H", "H", "H", "H", "H", "H", "H", "H", "H", "H", "H", "H"], "xyz": [[0.20927, 0.77277, 1.30689], [-1.17828, -0.10365, 4.78599], [-1.56506, -0.62105, 0.74692], [1.77621, -0.39985, 0.27970], [-1.01358, -0.33862, 3.30521], [-0.53436, 1.12427, 5.23552], [-2.57850, -0.29347, 5.17497], [2.86714, -1.46971, 1.02514], [-2.58497, 0.69432, 0.20950], [-2.83160, -1.67048, 1.28334], [2.93221, 0.79372, -0.24970], [0.69872, -0.27610, -4.20358], [-4.62609, -3.03173, 1.02365], [-3.95614, 1.99600, -1.02123], [3.93002, -3.36231, 1.62561], [-3.59665, -2.40035, 0.35214], [4.09865, 0.61312, -0.99393], [0.74267, -1.34795, -0.86638], [3.15121, -2.78485, 0.65215], [-0.27064, -1.46634, 5.51533], [-1.59547, 1.70251, -3.50755], [0.55381, 2.85530, -3.15503], [1.40939, 1.50156, 2.93837], [-0.76816, -0.67265, -3.96507], [-3.37994, 2.79478, 0.01108], [-2.56468, 1.97829, 0.76999], [-4.51938, -2.68433, 2.41079], [-1.68735, 0.37393, -3.40208], [0.94259, 1.61402, -2.44268], [3.54604, -1.21205, 2.23524], [-3.43489, -1.82592, 2.54063], [-3.48130, 0.69888, -0.84962], [4.19884, -2.36762, 2.61289], [3.88353, 2.83129, -0.54141], [-0.73331, -1.67335, -0.48652], [2.81662, 2.16976, 0.02674], [-0.54322, 2.52561, -4.19274], [4.69105, 1.84830, -1.19468], [1.34724, 0.46934, -3.04940], [0.73592, 2.21897, 3.43934], [-3.56483, 3.84471, 0.17352], [-0.08310, 2.01696, -5.05345], [-0.37925, -1.41469, 6.60066], [1.42519, 3.33282, -3.65623], [-3.70044, -0.20651, -1.38301], [0.78299, -1.38541, 5.23774], [-0.77443, -2.68890, -0.07019], [-0.70204, -2.39609, 5.13546], [-3.02494, -1.32404, 3.39428], [0.94765, 1.68236, -1.35834], [1.26307, -1.21773, -4.33675], [4.06434, 3.89897, -0.47660], [2.33036, 0.05151, -2.81401], [-4.62215, 2.32389, -1.81093], [-3.32087, -2.43557, -0.69174], [4.80305, -2.49466, 3.51076], [-5.16563, -3.02054, 3.20110], [3.48464, -0.23306, 2.69728], [0.15722, 3.55775, -2.41286], [5.59955, 2.04070, -1.74969], [-1.17499, -1.07340, -4.91360], [-0.98252, 3.46654, -4.55660], [0.70870, -0.74704, -1.79019], [2.29479, 1.99945, 2.51052], [-1.35432, -1.65809, -1.39118], [1.98472, 2.54486, 0.60774], [4.25717, -4.39905, 1.63002], [2.75913, -3.16489, -0.28278], [-5.36977, -3.66815, 0.56157], [4.39399, -0.37847, -1.29396], [1.69979, 0.68041, 3.61390], [-1.96956, 2.18349, 1.64407], [-0.79944, -1.53676, -3.29146], [1.26935, -2.27274, -1.10153], [-2.44363, 2.31396, -3.18494], [0.77698, 0.24825, -5.17260], [-2.65838, -0.04517, -3.11146]], "atomic_forces_ev_per_a": [[-0.4, 0.5, 0.9], [0.1, 0.3, 1.2], [0.4, 2.3, 1.4], [1.0, 1.1, 1.6], [-0.1, 0.1, 0.0], [-0.6, -0.8, -0.6], [0.6, 0.0, -0.6], [-0.3, -0.1, 0.0], [0.1, -1.0, -0.4], [-0.9, -1.0, -0.1], [-0.2, -0.3, -0.5], [0.3, -0.6, -0.2], [-0.8, -0.1, 2.1], [0.4, -1.2, 0.3], [-0.3, 0.1, -0.7], [0.8, 0.6, 1.2], [0.1, 0.8, -0.1], [0.2, -0.6, -1.1], [0.0, -0.4, 0.4], [-0.1, 0.1, -0.1], [-0.9, 0.1, -0.5], [-0.6, 0.7, -0.4], [0.8, 0.8, 1.9], [-0.1, 0.0, 0.0], [0.5, -0.7, 0.2], [0.0, 0.4, -0.9], [-1.1, -1.2, -2.6], [-0.4, 0.0, -1.0], [0.0, 1.1, 0.2], [0.1, -0.6, 0.0], [1.7, 0.7, -1.7], [-0.3, 1.4, 0.0], [-0.4, 0.8, -0.1], [-0.5, -0.5, 0.1], [-0.3, -0.3, -0.6], [0.1, 0.0, -0.7], [0.7, 0.0, -0.1], [-0.4, -0.7, 0.1], [0.4, -0.9, -2.1], [0.1, -0.5, -0.2], [0.0, -0.1, 0.1], [-0.4, 0.3, 0.2], [0.0, 0.0, -0.2], [-0.3, -0.4, 0.4], [-0.1, 0.0, -0.1], [-0.2, 0.0, 0.0], [-0.1, 0.2, 0.0], [0.1, 0.1, 0.1], [0.2, 0.4, 0.7], [0.4, 0.0, 0.1], [-0.1, 0.5, 0.0], [0.0, -0.3, 0.0], [-0.1, 0.1, 0.7], [0.0, -0.1, 0.3], [-0.1, 0.0, 0.1], [-0.3, 0.1, -0.4], [0.0, 0.0, 0.2], [0.1, -0.3, -0.1], [0.2, 0.0, -0.2], [-0.1, -0.1, 0.1], [0.1, 0.3, 0.3], [0.2, -0.4, 0.1], [0.0, -0.4, 0.5], [-0.4, -0.3, -0.1], [0.4, -0.3, -0.1], [0.2, 0.0, -0.1], [0.0, 0.4, 0.0], [0.2, -0.2, 0.3], [0.1, 0.1, 0.2], [0.2, 0.0, 0.0], [-0.4, 0.4, -0.4], [-0.1, 0.0, 0.2], [0.2, 0.0, -0.1], [-0.3, -0.1, -0.4], [0.2, -0.4, 0.2], [0.2, 0.1, 0.5], [0.6, 0.3, 0.3]], "lowdin_spin": [0.72, 0.00, 0.18, 0.11, 0.07, 0.00, 0.00, 0.02, 0.03, 0.08, 0.02, 0.06, 0.07, 0.00, 0.00, 0.34, 0.02, 0.06, 0.00, 0.00, 0.02, 0.05, 0.54, 0.00, 0.00, 0.02, 0.18, 0.01, 0.29, 0.00, 0.33, 0.01, 0.00, 0.02, 0.03, 0.04, 0.02, 0.01, 0.36, 0.04, 0.00, 0.00, 0.00, 0.01, 0.00, 0.00, 0.00, 0.00, 0.01, 0.02, 0.00, 0.00, 0.02, 0.00, 0.01, 0.00, 0.00, 0.00, 0.00, 0.00, 0.00, 0.00, 0.01, 0.05, 0.00, 0.01, 0.00, 0.00, 0.00, 0.00, 0.02, 0.01, 0.00, 0.00, 0.00, 0.03, 0.00], "spin_multiplicity": 5, "charge": 2, "homo_lumo_gap_ev": [5.26, 4.40], "largest_force_ev_per_a": 3.10, "relative_energy_kcal_mol": 0.0, "lumo_energy_ev": [-7.3, -9.2], "e_homo_ev": [-12.532, -13.639]}


No. 6
{"formula": "C4H8O2", "method": "ωB97M-V/def2-TZVPD", "species": ["O", "O", "C", "C", "C", "C", "H", "H", "H", "H", "H", "H", "H", "H"], "xyz": [[1.49864, 0.26625, 1.44101], [-0.90297, -0.58092, 0.75757], [0.74530, 1.22869, 0.74939], [-0.43663, 0.57709, 0.02611], [-0.13371, -0.27388, -1.21481], [-0.70785, -1.43080, -0.39163], [-0.01982, -2.25711, -0.18082], [1.40641, 1.69606, 0.00992], [0.93042, -0.35966, -1.44766], [-0.69105, -0.00473, -2.11483], [-1.66250, -1.83433, -0.74807], [0.38561, 2.02300, 1.42229], [-1.25154, 1.29868, -0.11124], [0.83971, -0.34834, 1.80276]], "atomic_forces_ev_per_a": [[0.0, -0.2, 0.1], [-0.1, 0.0, 0.1], [-0.1, 0.3, -0.2], [0.0, 0.3, 0.0], [0.1, 0.0, -0.1], [0.0, -0.3, -0.2], [-0.1, 0.1, 0.0], [-0.1, 0.0, 0.1], [-0.1, 0.0, 0.1], [0.1, -0.1, 0.1], [0.1, 0.1, 0.1], [0.0, -0.2, 0.0], [0.1, -0.1, 0.0], [0.2, 0.0, 0.0]], "lowdin_charge": [-0.05, -0.11, -0.22, -0.30, -0.09, -0.16, 0.12, 0.13, 0.11, 0.11, 0.11, 0.12, 0.15, 0.09], "smiles": "OC[C@H]1CCO1", "charge": 0, "homo_lumo_gap_ev": 11.08, "largest_force_ev_per_a": 0.37, "relative_energy_kcal_mol": 44.7, "lumo_energy_ev": 1.0, "e_homo_ev": -10.032}